ORCA calculation (ωB97M-V/def2-TZVPD) on a cluster of 4 separate species, C2H11O3S in total.

Properties
* total charge: -1
* 2S+1: 1
* energy above the lowest of the compared OMol25 structures with the same formula, charge and spin: 5.2 kJ/mol
* F_max: 0.011 hartree/bohr
* frontier orbital gap: 7.50 eV

Each line ends with the Mulliken charge.
Atoms and positions in Å:
C  -0.720024  1.745753  -1.330527  -1.122
C  -0.395354  0.259958  -1.319350  -0.233
S  1.215276  -0.082613  -0.517603  -0.711
H  -0.878346  2.100711  -0.310415  0.263
H  0.141762  2.288383  -1.724150  0.282
H  -1.598190  2.007390  -1.928337  0.363
H  -1.180512  -0.298585  -0.813601  0.208
H  -0.318846  -0.107561  -2.344113  0.261
H  -0.930412  -1.202062  1.808931  0.338
H  0.551452  -1.048469  1.586284  0.195
O  -0.098529  -1.625260  2.047625  -0.682
H  0.980847  1.214506  2.561283  0.325
H  0.928294  1.599800  1.108210  0.267
O  0.896390  2.006585  2.015493  -0.707
H  0.036860  -3.192141  0.314046  0.350
H  0.941177  -2.415438  -0.585791  0.260
O  0.428150  -3.250957  -0.567983  -0.659

Forces on the atoms, in the same order (eV/Å):
C 0.21 0.11 0.14
C 0.35 -0.03 -0.08
S 0.08 0.21 0.19
H -0.04 0.06 0.01
H -0.05 0.06 -0.04
H -0.09 -0.12 -0.04
H -0.16 -0.11 -0.04
H -0.18 -0.06 -0.01
H 0.02 -0.04 0.00
H -0.15 -0.27 -0.38
O 0.03 0.21 0.24
H -0.02 0.16 0.00
H 0.17 0.15 0.45
O -0.08 -0.35 -0.41
H 0.03 0.01 -0.06
H -0.17 0.09 -0.23
O 0.08 -0.08 0.25

ORCA calculation (ωB97M-V/def2-TZVPD) on a structure of composition C46H54N7Pd.

Properties
* total charge: -1
* 2S+1: 3
* ⟨S²⟩: 2.106
* F_max: 0.010 hartree/bohr
* frontier orbital gap (alpha / beta): 5.67 / 4.78 eV

Each line ends with the Mulliken spin population.
Atoms and positions in Å:
Pd  -0.119538  -0.288189  -0.369108  0.895
C  -1.645398  4.496946  5.166304  0.000
C  -1.108708  3.221925  4.574028  0.011
C  -0.141569  2.467463  5.213168  -0.002
C  0.363812  1.315140  4.626975  -0.002
C  -0.051066  0.824356  3.379856  0.015
N  0.536400  -0.258161  2.763821  0.009
C  0.569190  -1.452393  3.366577  0.001
C  -0.112166  -1.743007  4.591973  0.008
C  -0.063752  -2.966644  5.217707  -0.002
C  0.663108  -4.033872  4.691896  0.006
C  0.709920  -5.380073  5.365756  0.000
C  1.294533  -3.797343  3.481205  -0.008
C  1.258711  -2.583136  2.797043  -0.003
N  2.609459  -1.529500  0.685765  -0.004
C  3.715030  -2.523483  0.316465  0.015
C  3.583425  -2.589537  -1.167781  0.030
C  2.610324  -1.722464  -1.514695  -0.013
N  1.986877  -1.037164  -0.531568  0.024
C  -1.061611  1.611200  2.739401  0.018
C  -1.547463  2.772128  3.331223  0.015
N  -1.534357  1.280447  1.443188  0.005
C  -2.753802  1.840974  0.880521  0.099
C  -2.871000  0.579920  -1.332879  0.014
C  -1.609812  0.265051  -1.627503  0.035
N  -1.456720  -0.062936  1.143022  -0.244
H  -1.378683  4.574596  6.221447  0.000
H  -2.734380  4.547906  5.096382  0.000
H  -1.248395  5.381883  4.661027  0.000
H  0.237742  2.786465  6.178883  0.000
H  1.134004  0.750558  5.140141  0.000
H  -0.706638  -0.955068  5.033365  0.000
H  -0.612053  -3.102059  6.146579  0.000
H  0.296448  -5.319029  6.374327  0.000
H  1.731873  -5.758222  5.456589  0.000
H  0.133828  -6.138337  4.826381  0.000
H  1.811890  -4.634023  3.018562  -0.004
H  4.694199  -2.183874  0.660084  -0.002
H  4.188816  -3.192104  -1.820848  0.001
H  2.275617  -1.516622  -2.524727  -0.004
H  -2.274570  3.373511  2.798482  -0.017
H  -3.440902  2.125199  1.685473  -0.013
H  -3.612828  0.818011  -2.090497  0.020
H  -1.358016  0.282208  -2.692065  -0.068
C  -1.098251  4.174951  -1.761007  0.004
C  -1.179898  3.480602  -0.406233  -0.032
C  -0.517218  4.351160  0.666046  0.054
C  -2.573206  3.016688  -0.053549  0.192
C  -3.682408  3.535967  -0.646347  -0.175
C  -5.017364  3.056173  -0.584542  0.439
C  -5.527982  1.819315  -0.126365  -0.150
C  -4.869616  0.684736  0.257911  0.196
C  -5.665651  -0.438499  0.899106  0.033
C  -6.490276  0.067538  2.086235  0.023
C  -6.553903  -1.155035  -0.120029  0.040
C  -3.368796  0.627536  0.116122  0.025
N  -2.690512  -0.483611  0.831701  0.072
C  -2.777588  -1.811504  0.450040  0.146
C  -1.716053  -2.677544  0.367251  -0.039
N  -0.437975  -2.349994  0.605799  0.200
C  0.644462  -3.184691  0.467672  -0.068
C  1.797421  -2.720400  1.382825  0.006
C  3.088306  -3.587556  1.239210  -0.005
C  2.956373  -4.943328  0.655666  0.058
C  1.896295  -5.226311  -0.093179  -0.039
C  0.765513  -4.312439  -0.278224  0.109
C  -0.241461  -4.730164  -1.328690  -0.015
C  0.451307  -4.994053  -2.671260  0.004
C  -1.063012  -5.950940  -0.908808  0.013
C  3.128956  -0.352872  1.488639  0.004
C  4.052234  0.472849  0.608675  -0.003
C  3.834003  -0.775608  2.768202  0.001
H  -0.049753  4.345059  -2.012362  -0.001
H  -1.591848  5.150871  -1.752717  0.000
H  -1.544048  3.570273  -2.551792  0.000
H  -0.602851  2.548116  -0.482306  0.059
H  -1.111072  5.249557  0.858080  -0.005
H  0.466553  4.667889  0.311519  -0.004
H  -0.379997  3.825555  1.607094  -0.010
H  -3.552032  4.413111  -1.269502  0.000
H  -5.766638  3.735123  -0.978198  0.020
H  -6.612534  1.780234  -0.072269  0.001
H  -4.964701  -1.163561  1.303570  -0.008
H  -7.241297  0.793535  1.769397  0.001
H  -5.851152  0.547700  2.827833  -0.003
H  -7.008384  -0.763143  2.570404  0.000
H  -7.277763  -0.465767  -0.560010  0.000
H  -7.107577  -1.966463  0.358073  0.001
H  -5.964225  -1.578443  -0.934929  -0.007
H  -3.743820  -2.129644  0.096405  0.007
H  -1.999730  -3.685467  0.071892  0.015
H  3.612538  -3.603334  2.196810  0.000
H  3.755786  -5.661912  0.792639  -0.005
H  1.830522  -6.199292  -0.568668  0.002
H  -0.914747  -3.889651  -1.498023  0.008
H  1.015108  -5.929805  -2.663106  0.001
H  1.144772  -4.188621  -2.916621  -0.001
H  -0.290096  -5.066430  -3.470229  0.000
H  -0.412672  -6.820136  -0.778251  0.000
H  -1.807536  -6.206621  -1.666911  0.000
H  -1.577461  -5.786388  0.038441  -0.002
H  2.222588  0.188830  1.756013  -0.001
H  4.925625  -0.098157  0.282371  0.000
H  4.410940  1.315542  1.202374  0.000
H  3.535793  0.848857  -0.270223  0.006
H  4.799264  -1.250671  2.573725  0.000
H  3.229997  -1.430975  3.390532  0.000
H  4.027470  0.132917  3.340831  0.000

Forces on the atoms, in the same order (eV/Å):
Pd 0.10 -0.33 0.12
C -0.04 0.03 0.05
C -0.03 -0.04 -0.11
C 0.09 -0.05 0.07
C 0.09 -0.08 -0.02
C -0.25 0.27 -0.06
N 0.08 -0.11 0.12
C -0.07 -0.11 -0.03
C 0.04 0.11 -0.11
C 0.03 -0.04 0.02
C -0.07 0.05 0.08
C 0.02 -0.02 0.02
C 0.02 -0.01 -0.02
C -0.06 -0.01 -0.01
N -0.01 -0.02 0.01
C -0.11 0.11 -0.01
C 0.04 -0.05 0.11
C -0.21 0.06 -0.20
N 0.25 0.10 0.07
C 0.05 0.04 -0.09
C -0.04 0.00 0.17
N 0.13 -0.19 -0.02
C 0.05 0.13 -0.05
C 0.06 0.02 0.04
C -0.03 0.02 -0.04
N -0.44 0.06 0.27
H 0.01 0.00 0.00
H 0.00 -0.02 -0.02
H 0.02 -0.01 -0.03
H 0.01 -0.01 0.01
H 0.00 -0.01 0.01
H -0.02 0.00 0.02
H -0.01 0.01 0.00
H 0.00 0.01 0.01
H 0.01 0.00 -0.01
H 0.00 0.01 -0.03
H 0.00 0.00 -0.02
H 0.03 -0.04 0.00
H 0.02 0.00 -0.03
H 0.03 0.00 -0.01
H -0.05 -0.01 0.03
H -0.03 -0.03 0.02
H -0.01 0.02 -0.01
H 0.02 -0.02 0.03
C 0.00 0.04 -0.04
C 0.03 -0.23 -0.01
C 0.05 0.05 -0.04
C -0.02 0.04 -0.01
C -0.11 -0.01 0.01
C 0.04 -0.02 0.00
C 0.07 0.10 0.05
C 0.01 0.01 -0.02
C 0.08 0.02 0.00
C -0.05 0.01 -0.01
C -0.02 -0.04 -0.02
C -0.14 -0.19 -0.03
N 0.14 0.18 0.00
C 0.08 -0.20 -0.07
C -0.30 0.00 -0.07
N 0.05 0.20 -0.11
C 0.02 0.23 0.09
C 0.18 0.05 -0.07
C 0.02 -0.07 0.06
C 0.05 0.01 0.08
C -0.20 0.07 -0.07
C 0.15 -0.28 -0.02
C -0.04 0.10 -0.10
C 0.03 -0.03 -0.02
C 0.01 -0.03 0.00
C -0.12 -0.12 -0.04
C 0.04 0.03 0.03
C 0.03 0.05 0.03
H 0.00 0.01 -0.01
H 0.01 0.00 0.01
H -0.03 -0.03 0.03
H 0.03 0.11 0.03
H -0.02 0.01 -0.02
H 0.01 0.01 0.02
H 0.02 0.03 -0.08
H 0.02 0.02 0.00
H 0.00 0.01 0.00
H 0.00 0.01 -0.01
H 0.01 0.00 0.04
H -0.02 -0.01 0.02
H 0.02 0.01 0.00
H 0.00 -0.02 -0.01
H -0.01 0.02 0.01
H 0.00 -0.01 0.00
H 0.02 0.02 0.00
H -0.01 -0.03 0.03
H 0.00 0.05 0.09
H 0.04 -0.02 -0.02
H 0.01 0.01 0.03
H -0.01 0.00 -0.02
H 0.06 -0.05 -0.02
H 0.03 0.00 0.02
H -0.01 0.02 0.02
H -0.02 -0.02 0.00
H -0.01 0.00 0.00
H 0.00 0.01 -0.02
H -0.01 0.02 0.01
H 0.07 0.01 -0.05
H 0.01 0.01 0.01
H -0.01 0.02 -0.02
H -0.02 0.01 0.01
H 0.01 -0.01 -0.01
H -0.03 0.01 -0.02
H 0.02 -0.01 0.01

ORCA calculation (ωB97M-V/def2-TZVPD) on the molecule C3H5N3.

Properties
* 2S+1: 1
* energy above the lowest of the compared OMol25 structures with the same formula, charge and spin: 132.8 kJ/mol
* F_max: 0.016 hartree/bohr
* frontier orbital gap: 9.33 eV

Each line ends with the Mulliken charge.
Atoms and positions in Å:
N  -1.800236  -0.494455  -0.162403  -0.592
C  -0.498721  0.050274  -0.127934  0.420
C  0.098803  1.295196  0.224581  -0.374
N  1.424474  1.171643  0.384615  -0.659
N  1.701861  -0.074959  -0.005604  0.159
C  0.584000  -0.750235  -0.387582  -0.526
H  -2.535696  0.049945  0.265996  0.250
H  -1.765808  -1.390169  0.314147  0.265
H  -0.344538  2.285944  0.199417  0.401
H  2.510237  -0.557890  0.360288  0.250
H  0.625621  -1.585289  -1.065522  0.405

Forces on the atoms, in the same order (eV/Å):
N -0.11 0.15 -0.10
C 0.44 -0.10 -0.14
C 0.12 0.02 0.12
N -0.67 0.13 -0.18
N -0.01 -0.10 -0.10
C -0.01 -0.17 -0.05
H 0.23 0.26 -0.14
H -0.20 0.21 -0.23
H -0.02 -0.26 0.60
H 0.20 0.46 -0.37
H 0.04 -0.59 0.58